This record from the OMol25 dataset describes C36H65BN5O3P2RbSSi as an isolated structure at a distorted geometry. The level of theory is ωB97M-V with the def2-TZVPD basis set.

XYZ file:
```
115
Properties=species:S:1:pos:R:3:mulliken_charge:R:1
Rb -0.38 -0.84 1.28 0.46
C -1.48 -1.18 -4.36 -2.23
C -0.20 -0.37 -4.20 2.16
C 0.94 -1.38 -4.03 -1.98
C 0.05 0.43 -5.49 -1.89
P -0.20 0.52 -2.47 0.84
C 1.17 1.75 -2.85 -2.01
N 1.82 2.17 -1.64 0.70
B 1.58 1.65 -0.28 -0.35
N 2.59 2.41 0.48 0.65
C 2.95 2.28 1.86 -1.58
P 1.56 1.58 2.90 1.03
C 0.60 3.17 3.31 2.38
C -0.71 2.73 3.96 -1.97
C 0.25 3.82 1.97 -1.97
C 1.30 4.21 4.18 -2.00
C 2.62 1.14 4.45 1.83
C 1.74 1.01 5.69 -1.89
C 3.84 2.01 4.79 -1.92
C 3.09 -0.28 4.10 -1.81
C 3.31 3.24 -0.34 0.57
C 4.37 4.09 -0.08 -0.68
C 4.91 4.83 -1.12 -0.82
C 4.41 4.72 -2.41 -0.84
C 3.35 3.86 -2.69 -0.43
C 2.81 3.11 -1.66 0.35
C -1.72 1.67 -2.48 2.33
C -2.92 0.83 -2.03 -1.85
C -2.07 2.38 -3.79 -1.96
C -1.48 2.73 -1.40 -1.89
H -1.35 -1.94 -5.14 0.64
H -2.32 -0.55 -4.66 0.20
H -1.72 -1.69 -3.43 0.26
H 1.04 -2.02 -4.91 0.55
H 0.73 -2.02 -3.17 0.34
H 1.90 -0.89 -3.85 0.33
H 0.16 -0.27 -6.32 0.54
H 0.96 1.02 -5.43 0.31
H -0.77 1.10 -5.72 0.31
H 0.78 2.60 -3.42 0.35
H 1.90 1.24 -3.50 0.88
H 3.27 3.24 2.27 0.25
H 3.78 1.57 1.96 0.53
H -1.26 2.06 3.30 0.38
H -1.34 3.60 4.19 0.53
H -0.53 2.19 4.88 0.33
H -0.11 3.06 1.28 0.04
H 1.10 4.31 1.52 0.29
H -0.54 4.57 2.11 0.66
H 1.42 3.84 5.20 0.36
H 0.71 5.12 4.22 0.48
H 2.28 4.46 3.78 0.28
H 1.40 1.97 6.06 0.26
H 2.30 0.53 6.50 0.55
H 0.88 0.38 5.45 0.17
H 3.54 2.99 5.14 0.25
H 4.51 2.11 3.94 0.30
H 4.40 1.53 5.60 0.56
H 2.22 -0.93 4.04 0.29
H 3.76 -0.66 4.87 0.52
H 3.62 -0.31 3.15 0.33
H 4.80 4.17 0.92 0.43
H 5.74 5.51 -0.93 0.35
H 4.85 5.30 -3.21 0.35
H 2.97 3.78 -3.70 0.46
H -3.20 0.10 -2.79 0.32
H -3.78 1.47 -1.84 0.44
H -2.68 0.28 -1.13 0.21
H -2.44 1.67 -4.53 0.36
H -1.20 2.89 -4.21 0.29
H -2.85 3.12 -3.61 0.47
H -1.22 2.23 -0.46 -0.02
H -2.38 3.32 -1.25 0.70
H -0.67 3.40 -1.66 0.28
C -4.91 -0.93 3.12 -1.43
C -3.51 -0.38 3.17 0.59
N -3.13 0.52 2.33 0.10
O -4.12 0.93 1.39 -0.60
C -2.54 -0.87 4.12 -0.01
C -2.95 -1.66 5.34 -1.64
N -1.28 -0.65 3.84 0.95
O -0.36 -1.12 4.63 -0.99
H -5.03 -1.44 2.17 0.27
H -5.64 -0.11 3.14 0.32
H -5.12 -1.63 3.93 0.38
H -3.60 1.45 0.76 0.33
H -3.55 -1.05 6.02 0.28
H -2.01 -1.92 5.83 0.36
H -3.49 -2.57 5.11 0.36
C -3.53 -4.76 -3.60 -1.03
Si -2.31 -5.73 -2.50 0.25
C -3.10 -6.34 -0.86 -1.14
C -1.99 -7.37 -3.47 -1.23
C -0.61 -4.97 -2.19 0.46
C 0.61 -5.44 -2.63 -0.06
C 1.78 -4.83 -2.18 -0.96
C 1.67 -3.80 -1.27 -0.13
N 0.52 -3.30 -0.84 0.16
C -0.61 -3.84 -1.32 -0.46
S -2.11 -3.18 -0.92 -0.65
H -4.41 -5.35 -3.84 0.37
H -3.06 -4.46 -4.53 0.31
H -3.86 -3.85 -3.10 0.26
H -3.92 -7.05 -1.03 0.34
H -3.49 -5.51 -0.29 0.32
H -2.36 -6.84 -0.24 0.32
H -2.92 -7.91 -3.63 0.31
H -1.32 -8.03 -2.94 0.30
H -1.56 -7.18 -4.45 0.31
H 0.66 -6.28 -3.31 0.35
H 2.75 -5.16 -2.52 0.34
H 2.56 -3.32 -0.87 0.33
O 3.41 -0.69 0.14 -0.74
H 2.95 0.11 -0.17 0.23
H 2.68 -1.25 0.44 0.25
```

Properties
ΔE to the lowest compared entry with this formula, charge and spin = 0.00 kcal/mol
HOMO-LUMO gap = 4.55 eV
net charge = -2
energy = -90603.32659 eV